A | Density functional theory data (ωB97M-V/def2-TZVPD) for a single C4H8O2 molecule.

```
! wB97M-V def2-TZVPD RIJCOSX def2/J DEFGRID3
* xyz 0 1
C -0.89717 -1.23885 0.18797
C -1.28546 0.16166 -0.37235
O -0.66052 1.12234 0.47676
C 0.58215 0.73371 0.72409
C 1.54581 0.44773 -0.31084
O 0.37163 -1.18067 0.71352
H -1.61904 -1.51792 0.96927
H -1.05896 -1.94463 -0.65706
H -0.94872 0.32808 -1.40199
H -2.35371 0.34664 -0.30416
H 1.01000 1.35791 1.53799
H 1.72643 1.52135 -0.53282
H 2.41874 -0.03354 0.14133
H 1.16881 -0.10382 -1.17170
*
```

Calculated values
HOMO-LUMO gap: 9.81 eV

***

B | Density functional theory data (ωB97M-V/def2-TZVPD) for a single C4H8O2 molecule.

```
! wB97M-V def2-TZVPD RIJCOSX def2/J DEFGRID3
* xyz 0 1
C 2.11505 -0.15240 -0.13704
C 0.66810 0.29521 -0.25040
O 0.44821 1.48085 -0.07099
C -0.51153 -0.64191 -0.44569
C -1.64126 -0.12590 0.50974
O -2.21289 1.10421 0.12855
H 2.42263 0.06896 0.89258
H 2.33970 -1.19879 -0.35815
H 2.70855 0.50259 -0.78110
H -0.89228 -0.56437 -1.47164
H -0.20286 -1.69703 -0.33710
H -1.21807 -0.03937 1.52131
H -2.48242 -0.82181 0.53887
H -1.54094 1.78976 0.26106
*
```

Calculated values
structure (SMILES): CC(=O)CCO
HOMO-LUMO gap: 10.63 eV

***

Of them, the most stable is B and the least stable is A.

***

A | Density functional theory data (ωB97M-V/def2-TZVPD) for 2 unconnected molecules or ions with the total composition C4H8O2.

```
! wB97M-V def2-TZVPD RIJCOSX def2/J DEFGRID3
* xyz 0 1
O -0.87915 1.38330 -0.46793
C -0.69868 0.67891 0.73963
C -0.23471 -0.72195 0.68939
C 1.14278 -0.49706 0.15023
C 0.63929 0.33251 1.28486
H -0.33845 2.18201 -0.45723
H -1.47192 0.90944 1.47378
H -0.66719 -1.60942 1.12956
H 1.88554 -1.25723 0.38655
H 1.27624 -0.03166 -0.82650
H 1.02599 0.42737 2.29021
O -0.75125 -0.70991 -2.46512
H 0.02276 -1.11445 -2.05989
H -0.95126 0.02815 -1.86754
*
```

Calculated values
structure (SMILES): O[C@H]1[C@H]2C[C@@H]12.O
HOMO-LUMO gap: 10.86 eV

***

B | Density functional theory data (ωB97M-V/def2-TZVPD) for 2 unconnected molecules or ions with the total composition C4H8O2.

```
! wB97M-V def2-TZVPD RIJCOSX def2/J DEFGRID3
* xyz 0 1
C 0.50993 -0.70050 -1.88694
C 0.30488 -1.88090 -1.21769
O 0.11786 -2.01535 0.14733
H 1.04381 -0.82753 -2.81266
H -0.02589 0.23528 -1.53380
H 0.33628 -2.88860 -1.70646
H 0.28914 -1.13726 0.57730
C -1.35290 0.72088 1.03434
C -0.26848 1.51418 1.28088
O 0.51957 2.30032 0.46578
H -1.62908 0.11608 1.91113
H -1.85103 0.46444 0.13191
H 0.20133 1.34178 2.33616
H 1.37535 2.49416 0.92809
*
```

Calculated values
structure (SMILES): C=CO.C=CO
HOMO-LUMO gap: 9.13 eV

***

C | Density functional theory data (ωB97M-V/def2-TZVPD) for 2 unconnected molecules or ions with the total composition C4H8O2.

```
! wB97M-V def2-TZVPD RIJCOSX def2/J DEFGRID3
* xyz 0 1
O 1.87442 -1.17412 0.13976
C 1.10475 -0.29733 0.09374
C 0.24428 0.69828 0.06071
C 0.56446 2.04329 0.66268
O 0.72662 3.05582 -0.30887
H -0.69065 0.52968 -0.46275
H 1.44876 1.95528 1.31190
H -0.26711 2.37387 1.29098
H 1.36767 2.73350 -0.95513
C -1.27484 -2.38591 -0.36668
H -0.36686 -2.94985 -0.13773
H -2.14491 -3.04637 -0.34228
H -1.18531 -1.94125 -1.36250
H -1.40128 -1.59487 0.37619
*
```

Calculated values
structure (SMILES): O=C=CCO.C
HOMO-LUMO gap: 9.94 eV

***

D | Density functional theory data (ωB97M-V/def2-TZVPD) for a molecular structure, C4H8O2.

```
! wB97M-V def2-TZVPD RIJCOSX def2/J DEFGRID3
* xyz 0 1
C 1.53525 -0.00731 -0.27886
C 0.13021 -0.18566 0.29696
O 0.26898 -0.87612 1.51126
C -0.86509 -0.63983 -0.81937
O -1.27307 0.72580 -0.99826
C -0.78993 1.04626 0.30502
H 1.71076 -0.77635 -1.03541
H 2.28272 -0.14019 0.50765
H 1.67107 0.96883 -0.75281
H -0.53230 -0.75368 2.03551
H -1.70317 -1.26330 -0.47146
H -0.45557 -1.05802 -1.74770
H -1.58978 0.89805 1.05450
H -0.39008 2.06154 0.39296
*
```

Calculated values
HOMO-LUMO gap: 10.78 eV

***

Of them, the most stable is C and the least stable is B.

***

A | Density functional theory data (ωB97M-V/def2-TZVPD) for a gas-phase ion, C3H10NS2 (charge +1).

```
! wB97M-V def2-TZVPD RIJCOSX def2/J DEFGRID3
* xyz 1 1
C 1.55513 -1.55856 -1.89782
C 0.60757 -0.82009 -0.95090
N -0.53154 -1.76002 -0.53385
C 1.18104 -0.20370 0.29877
S 0.28887 1.14568 1.13130
S -1.69687 1.02531 0.50813
H 2.56587 -1.23484 -1.67692
H 1.42219 -2.64324 -1.84593
H 1.24268 -1.39321 -2.92724
H 0.11410 -0.05363 -1.54247
H -0.85031 -2.24823 -1.37334
H -0.20000 -2.41158 0.17607
H -1.33892 -1.19467 -0.22223
H 1.41205 -0.99439 1.02107
H 2.14690 0.22308 0.02397
H -1.50876 1.23139 -0.79301
*
```

Calculated values
structure (SMILES): C[C@@H]([NH3+])CSS
HOMO-LUMO gap: 9.50 eV

***

B | Density functional theory data (ωB97M-V/def2-TZVPD) for 2 unconnected molecules or ions with the total composition C3H10NS2.

```
! wB97M-V def2-TZVPD RIJCOSX def2/J DEFGRID3
* xyz 1 1
C -0.94552 -0.68894 0.53626
C 0.53596 -0.22543 -1.44502
C 0.30943 -0.49561 -0.06360
N 1.37310 -0.35157 0.62091
S 1.31306 2.51988 0.94706
S -0.54863 2.65589 0.21485
H -1.17303 -0.48549 1.56103
H -1.58394 -0.10021 -0.19276
H -1.29981 -1.68565 0.45229
H -0.23879 0.28191 -2.09519
H 0.68305 -1.10627 -2.05423
H 1.40804 0.31027 -1.62728
H -1.07475 3.98672 0.30407
H 1.35295 -0.35829 1.64230
H 2.13081 0.01101 0.10856
H 1.77655 3.14725 -0.10170
*
```

Calculated values
HOMO-LUMO gap: 8.69 eV

***

Of them, the most stable is A and the least stable is B.

***

A | Density functional theory data (ωB97M-V/def2-TZVPD) for a gas-phase ion, CH3O4Si (charge -1).

```
! wB97M-V def2-TZVPD RIJCOSX def2/J DEFGRID3
* xyz -1 1
O 1.99271 -0.81555 0.05891
C 1.64152 0.33001 0.03572
O 2.37194 1.32258 -0.07939
Si -0.41486 0.22563 -0.36257
O -0.93743 -1.28734 0.42938
O -1.57215 1.25887 0.35872
H -0.70481 0.07884 -1.83798
H -0.16416 -1.73352 0.65563
H -2.21275 0.62049 0.74157
*
```

Calculated values
structure (SMILES): O=C([O-])[SiH](O)O
HOMO-LUMO gap: 7.54 eV

***

B | Density functional theory data (ωB97M-V/def2-TZVPD) for a molecular structure, CH3O4Si.

```
! wB97M-V def2-TZVPD RIJCOSX def2/J DEFGRID3
* xyz -1 1
C -1.77036 0.29449 0.12978
O -2.19286 -0.82530 -0.11672
O -2.30016 1.33839 0.36849
O 0.56542 -1.32602 -0.54456
O 1.75885 1.32547 -0.29992
Si 0.20066 -0.07423 0.42826
H 0.46313 -1.04073 -1.51725
H 2.38868 0.62461 -0.22977
H 0.88664 -0.31667 1.78169
*
```

Calculated values
HOMO-LUMO gap: 7.93 eV

***

Of them, the most stable is A and the least stable is B.

***

A | Density functional theory data (ωB97M-V/def2-TZVPD) for a molecular structure, C3H12NO4.

```
! wB97M-V def2-TZVPD RIJCOSX def2/J DEFGRID3
* xyz -1 1
C -1.49699 -1.12786 0.33808
O -1.96891 -0.97051 -1.02062
C -0.36382 -0.14958 0.77910
C -0.51897 1.37776 0.65969
O 0.71642 1.92713 0.53890
N -0.04619 -0.45314 2.19778
H -1.09031 -2.10626 0.44685
H -2.43853 -1.03290 0.88317
H 0.52430 -0.44762 0.16947
H -1.20594 1.50831 -0.19311
H -1.11806 1.72192 1.53442
H 1.51117 1.34009 -0.27957
H 0.81917 -0.04327 2.44844
H -0.83231 -0.32091 2.79546
H -1.16811 -0.77489 -1.51242
H 0.59627 -1.06959 -2.60124
O 1.40969 -0.73685 -2.98103
H 1.59549 0.05431 -2.33993
H 2.87987 0.38874 -0.72281
O 2.19578 0.91511 -1.14065
*
```

Calculated values
HOMO-LUMO gap: 7.95 eV

***

B | Density functional theory data (ωB97M-V/def2-TZVPD) for 3 unconnected molecules or ions with the total composition C3H12NO4.

```
! wB97M-V def2-TZVPD RIJCOSX def2/J DEFGRID3
* xyz -1 1
N -2.14517 -0.66609 -0.29492
C -1.25472 0.51322 -0.36973
C -0.76719 0.57826 -1.82821
O 0.46119 1.24715 -2.07554
C -0.14246 0.40534 0.69824
O 0.31749 -0.88987 0.88346
H -1.51590 -1.41884 0.00794
H -2.78139 -0.50941 0.47756
H -1.90321 1.36462 -0.12757
H -0.74139 -0.42596 -2.24626
H -1.50934 1.15176 -2.37326
H 1.19364 0.68202 -1.74678
H 0.66997 1.08248 0.39591
H -0.50654 0.87034 1.62718
H 2.59742 -0.08679 -0.29987
H 1.43035 -1.06566 -0.38868
O 2.17133 -0.66996 -0.93625
H 1.22325 -0.85600 2.06603
H 1.32833 -0.56399 3.64943
O 1.87434 -0.74263 2.88132
*
```

Calculated values
HOMO-LUMO gap: 8.52 eV

***

Of them, the most stable is B and the least stable is A.

***

A | Density functional theory data (ωB97M-V/def2-TZVPD) for a single C4H9NO2 molecule.

```
! wB97M-V def2-TZVPD RIJCOSX def2/J DEFGRID3
* xyz 0 1
C -1.22236 -0.55145 1.16802
N -0.82942 -0.09268 -0.19288
C 0.38069 0.68513 -0.17107
C 1.67013 0.05240 -0.64774
C 0.20965 2.07976 -1.09387
O 1.04205 2.91265 -1.25322
O -1.06060 2.25780 -1.52580
H -2.02321 -1.40860 1.03894
H -0.36413 -0.94475 1.69441
H -1.73882 0.23695 1.67630
H -0.85768 -0.89802 -0.85006
H 0.52351 1.03166 0.88778
H 2.49880 0.87932 -0.63600
H 2.08320 -0.70974 0.08092
H 1.65798 -0.41115 -1.61879
H -1.55149 1.52963 -1.09258
*
```

Calculated values
structure (SMILES): CN[C@@H](C)C(=O)O
HOMO-LUMO gap: 10.05 eV

***

B | Density functional theory data (ωB97M-V/def2-TZVPD) for 2 unconnected molecules or ions with the total composition C4H9NO2.

```
! wB97M-V def2-TZVPD RIJCOSX def2/J DEFGRID3
* xyz 0 1
C 1.41197 -1.96279 0.01697
C 0.60614 -1.22073 0.78923
N -0.73202 -1.02067 0.40791
O -1.43107 -0.10002 1.21794
H 2.31228 -2.39944 0.41037
H 1.21984 -2.06030 -1.03970
H 0.74836 -1.14929 1.85948
H -0.98177 -1.18449 -0.56390
H -2.33635 -0.41850 1.36178
C -0.21491 2.04048 -0.06973
C -0.01664 0.98944 -1.28543
O -0.84335 0.44504 -1.96598
H -1.28750 2.22123 -0.01967
H 0.24155 1.80680 0.89108
H 0.27134 2.96116 -0.38416
H 1.03214 1.05207 -1.62619
*
```

Calculated values
structure (SMILES): C=CNO.CC=O
HOMO-LUMO gap: 8.80 eV

***

Of them, the most stable is A and the least stable is B.